1.
# C14H20ClEuN3S

A structure of composition C14H20ClEuN3S in a non-equilibrium geometry (ωB97M-V with the def2-TZVPD basis set, the Open Molecules 2025 dataset).

Output
Total energy, Ha: -2277.603035
Strongest force on any atom, eV/Å: 3.58
Spin multiplicity: 8
Charge: +2
Kohn-Sham gap (spin up / spin down), eV: 5.2832 / 3.6717

CARTESIAN COORDINATES (ANGSTROEM)
C 4.378 1.906 0.320
C 2.921 1.511 0.695
C 2.068 1.125 -0.576
Cl 0.685 2.250 -0.856
C 1.578 -0.311 -0.378
C 2.127 -1.277 -1.237
C 1.783 -2.649 -1.162
C 0.876 -3.113 -0.170
N 0.411 -4.332 0.086
S -0.627 -4.122 1.342
N -0.554 -2.502 1.631
C 0.330 -2.097 0.696
C 0.626 -0.691 0.649
C 0.036 0.314 1.607
C -1.515 0.575 1.458
C -2.196 -0.078 0.239
C -3.737 0.209 0.235
C -4.116 1.548 -0.483
N -4.071 1.466 -1.926
H 4.894 2.099 1.278
H 4.434 2.798 -0.320
H 4.923 1.058 -0.139
H 2.437 2.295 1.299
H 3.021 0.632 1.361
H 2.744 1.218 -1.438
H 2.849 -0.961 -2.006
H 2.219 -3.383 -1.868
H 0.215 -0.093 2.623
H 0.563 1.271 1.542
H -1.633 1.673 1.373
H -2.001 0.306 2.410
H -2.112 -1.179 0.222
H -1.726 0.300 -0.688
H -4.192 0.100 1.232
H -4.172 -0.608 -0.382
H -5.174 1.756 -0.208
H -3.521 2.372 -0.059
H -4.354 0.550 -2.263
H -3.175 1.749 -2.313
Eu 2.760 -3.688 -3.829

natural (NBO) atomic charge list, values in e, 8 entries: C -0.6140; C -0.4163; C -0.2060; Cl -0.0666; C -0.0451; C -0.1868; C -0.2223; C 0.0611

=====

2.
# C14H20F2O3

An isolated molecule of C14H20F2O3 in a non-equilibrium geometry (ωB97M-V with the def2-TZVPD basis set, the Open Molecules 2025 dataset).

Output
Total energy, Ha: -970.885265
Strongest force on any atom, eV/Å: 4.13
Kohn-Sham gap, eV: 8.5553

CARTESIAN COORDINATES (ANGSTROEM)
C -1.544 1.867 1.738
C -0.989 1.343 0.396
C 0.046 2.333 -0.215
C 1.043 1.669 -1.164
C 0.338 0.596 -1.948
C -0.102 -0.585 -1.088
C 1.110 -1.550 -1.070
C -1.318 -1.238 -1.830
F -2.437 -0.454 -1.723
F -1.652 -2.483 -1.307
C -0.539 -0.139 0.413
O -1.704 -0.872 0.845
C 0.427 -0.529 1.493
C 1.443 0.271 1.994
C 2.319 -0.187 3.045
C 3.300 0.550 3.735
C 3.709 1.939 3.620
O 4.660 2.262 4.328
O 3.061 2.832 2.816
H -0.698 1.937 2.429
H -2.317 1.202 2.145
H -1.987 2.859 1.659
H -1.846 1.354 -0.298
H 0.607 2.808 0.604
H -0.516 3.149 -0.710
H 1.800 1.205 -0.595
H 1.492 2.434 -1.814
H -0.488 1.077 -2.443
H 1.067 0.316 -2.755
H 1.996 -1.091 -0.608
H 1.403 -1.835 -2.072
H 0.833 -2.456 -0.546
H -1.095 -1.357 -2.892
H -2.404 -0.765 0.152
H 0.314 -1.518 1.926
H 1.623 1.295 1.642
H 2.260 -1.262 3.286
H 3.909 -0.013 4.452
H 3.514 3.673 2.996

natural (NBO) atomic charge list, values in e, 8 entries: C -0.6122; C -0.2257; C -0.4051; C -0.3979; C -0.4176; C -0.0961; C -0.6193; C 0.5725

=====

3.
# C14H20IrN5O2P

A structure of composition C14H20IrN5O2P in a non-equilibrium geometry (ωB97M-V with the def2-TZVPD basis set, the Open Molecules 2025 dataset).

Output
Total energy, Ha: -1414.028314
Strongest force on any atom, eV/Å: 6.88
Spin multiplicity: 7
Charge: +3
Kohn-Sham gap (spin up / spin down), eV: 5.5376 / 5.2984

CARTESIAN COORDINATES (ANGSTROEM)
C 0.323 -2.620 -1.449
C -0.050 -1.629 -2.507
N -0.185 -0.376 -2.067
C -0.280 0.705 -2.916
C -0.489 0.412 -4.293
C -0.464 -0.894 -4.750
C -0.211 -1.944 -3.858
C -0.124 1.973 -2.349
P -0.005 2.160 -0.569
H -0.133 -2.986 -4.161
H -0.669 1.260 -4.951
H -0.629 -1.110 -5.806
C -1.684 -2.552 -0.110
C 0.458 -2.833 0.974
H -0.205 2.858 -2.984
H 1.417 -2.697 -1.346
H -0.069 -3.619 -1.677
C -1.342 3.245 -0.015
C 1.526 3.114 -0.294
H -1.336 3.308 1.081
H -1.198 4.245 -0.445
H -2.301 2.835 -0.353
H 1.767 3.158 0.777
H 2.364 2.677 -0.856
H 1.356 4.135 -0.662
H 0.293 -3.916 0.884
H 1.529 -2.610 0.897
H 0.063 -2.472 1.929
H -1.727 -3.628 -0.337
H -2.085 -2.373 0.893
H -2.257 -1.990 -0.852
C 0.250 0.447 1.807
O 0.426 0.736 2.922
Ir -0.066 0.033 0.032
O 2.197 -0.270 -0.466
H 2.310 0.686 -0.202
H 2.256 -0.218 -1.441
N -0.253 -2.154 -0.137
N -2.091 0.260 0.308
C -2.902 0.343 1.178
N -3.938 0.458 1.894
C -3.996 0.357 3.207
N -4.146 0.287 4.370

Löwdin atomic charge list, values in e, 8 entries: C -0.1037; C -0.2676; N -0.0330; C -0.3011; C 0.0891; C 0.0303; C 0.0928; C -0.0951

=====

4.
# C14H20N

A cluster of 2 separate species, C14H20N in total in a non-equilibrium geometry (ωB97M-V with the def2-TZVPD basis set, the Open Molecules 2025 dataset).

Output
Total energy, Ha: -599.697051
Strongest force on any atom, eV/Å: 3.76
Charge: +1
Relative energy (zero: lowest compared OMol25 entry of this formula, charge and spin), eV: 7.990
Kohn-Sham gap (spin up / spin down), eV: 5.6907 / 5.6916

CARTESIAN COORDINATES (ANGSTROEM)
C 0.974 -2.380 2.071
C -1.938 -2.255 1.301
C 0.758 1.174 0.618
C -2.780 1.891 -0.005
C 0.374 1.294 -0.912
C 0.608 -1.307 1.256
C -0.796 -1.357 0.780
C 1.421 -0.103 1.013
C -2.863 1.707 -1.290
C -0.833 -0.621 -0.319
C 3.574 0.281 -0.053
C -2.442 0.659 -3.548
C 2.837 -0.238 1.197
C -3.221 1.449 -2.510
N -0.236 0.049 -1.200
H 2.052 -2.514 2.425
H 0.313 -3.155 2.376
H -2.860 -1.676 1.162
H -1.879 -2.530 2.333
H -0.339 1.317 1.058
H 1.385 2.083 0.904
H -2.008 2.540 0.284
H -3.326 1.200 0.692
H -0.185 2.320 -1.004
H 1.111 1.512 -1.667
H 3.252 -0.193 -0.922
H 3.548 1.322 -0.205
H 4.618 0.014 0.056
H -1.563 1.264 -3.803
H -2.068 -0.222 -2.928
H -3.134 0.373 -4.368
H 3.229 -1.196 1.537
H 3.132 0.507 1.863
H -2.128 -3.117 0.567
H -4.157 1.888 -2.937

natural (NBO) atomic charge list, values in e, 8 entries: C -0.0780; C -0.6334; C -0.5526; C -0.5183; C -0.2147; C -0.1501; C -0.2440; C 0.4591

=====

5.
# C14H20N

The ion C14H20N with charge +1 in a non-equilibrium geometry (ωB97M-V with the def2-TZVPD basis set, the Open Molecules 2025 dataset).

Output
Total energy, Ha: -599.948006
Strongest force on any atom, eV/Å: 4.93
Charge: +1
Relative energy (zero: lowest compared OMol25 entry of this formula, charge and spin), eV: 1.161
Kohn-Sham gap, eV: 8.0605

CARTESIAN COORDINATES (ANGSTROEM)
C 2.618 1.228 -1.601
C 1.983 2.036 -0.482
C 3.054 2.349 0.556
C 1.439 3.354 -1.007
N 0.903 1.270 0.123
C 0.160 0.342 0.202
C -0.894 -0.376 0.979
C -1.969 0.615 1.420
C -0.163 -0.932 2.205
C -1.481 -1.539 0.143
C -0.656 -2.609 -0.201
C -1.144 -3.673 -0.968
C -2.477 -3.675 -1.395
C -3.322 -2.631 -1.014
C -2.832 -1.581 -0.225
H 1.863 0.922 -2.332
H 3.381 1.842 -2.092
H 3.091 0.330 -1.186
H 2.637 2.909 1.400
H 3.523 1.432 0.931
H 3.824 2.963 0.076
H 1.041 3.956 -0.183
H 2.256 3.905 -1.484
H 0.640 3.189 -1.737
H -2.532 0.994 0.559
H -2.662 0.135 2.125
H -1.516 1.475 1.931
H 0.567 -1.701 1.938
H 0.366 -0.118 2.721
H -0.855 -1.371 2.932
H 0.392 -2.615 0.116
H -0.482 -4.501 -1.227
H -2.858 -4.494 -2.009
H -4.374 -2.635 -1.301
H -3.522 -0.795 0.089

natural (NBO) atomic charge list, values in e, 8 entries: C -0.6009; C 0.0842; C -0.6071; C -0.6065; N -0.2326; C 0.6928; C -0.1665; C -0.5957

=====

6.
# C14H20N2O

A structure of composition C14H20N2O in a non-equilibrium geometry (ωB97M-V with the def2-TZVPD basis set, the Open Molecules 2025 dataset).

Output
Total energy, Ha: -729.851102
Strongest force on any atom, eV/Å: 19.05
Relative energy (zero: lowest compared OMol25 entry of this formula, charge and spin), eV: 10.934
Kohn-Sham gap, eV: 8.8106

CARTESIAN COORDINATES (ANGSTROEM)
C 3.070 -3.090 -3.592
C 1.660 -2.450 -3.975
C 0.763 -1.897 -2.864
C 1.519 -0.644 -2.286
N 0.841 0.000 -1.235
C 1.290 0.054 -0.007
O 2.502 -0.190 0.336
N 0.294 0.690 0.790
C -1.082 0.703 0.756
C -1.993 -0.066 0.173
C -3.503 0.057 0.181
C -3.823 1.111 1.042
C -2.745 1.956 2.028
C -1.643 1.546 1.783
C -0.343 2.305 2.434
H -0.454 2.079 3.607
H -0.111 3.225 2.290
C 0.838 1.199 2.121
C 0.984 0.334 3.141
H 1.850 -0.549 2.794
H 1.537 0.805 3.970
H 0.202 -0.534 3.361
H 1.590 1.755 1.776
H -3.265 2.351 2.714
H -4.982 1.435 1.133
H -4.146 -0.398 -0.204
H -1.549 -0.847 -0.439
H -0.381 0.167 -1.587
H 2.555 -1.019 -1.863
H 1.642 0.013 -3.042
H -0.188 -1.736 -3.333
H 0.909 -2.634 -2.199
H 1.121 -3.357 -4.532
H 1.972 -1.714 -4.800
H 3.686 -3.500 -4.506
H 2.815 -3.843 -2.946
H 3.729 -2.075 -3.363

natural (NBO) atomic charge list, values in e, 8 entries: C -0.6149; C -0.3799; C -0.4367; C -0.2225; N -0.6011; C 0.7835; O -0.6714; N -0.4562